# 1
One molecule with the formula C22H32O2, computed with wB97M-V/def2-TZVPD.

Geometry as XYZ:
```
56
Properties=species:S:1:pos:R:3:forces:R:3
C 0.5277 -1.5691 -6.0660 -0.11 0.17 -0.05
H 1.5466 -1.4685 -5.6988 0.10 -0.04 0.02
H 0.1117 -2.4948 -5.6749 0.01 -0.13 0.02
H 0.5540 -1.6325 -7.1514 0.03 -0.08 -0.09
C -0.3161 -0.3760 -5.6185 0.12 -0.10 0.00
C -0.3696 -0.2931 -4.1248 0.03 0.01 -0.38
C 0.0737 0.7307 -3.4110 -0.13 -0.01 0.27
C 0.0193 0.8068 -1.9150 0.07 0.06 0.04
C 1.3683 1.0737 -1.3181 -0.22 -0.11 -0.05
C 1.8970 0.3807 -0.3244 0.23 0.04 -0.05
C 3.2127 0.7005 0.3227 -0.09 0.06 0.08
C 2.9477 1.3889 1.6301 0.17 0.10 -0.02
C 3.1576 0.8982 2.8414 0.16 0.14 0.09
C 3.7349 -0.4569 3.1551 -0.06 0.02 -0.03
C 2.7309 -1.5537 2.9099 0.10 -0.17 0.00
C 1.6190 -1.7419 3.6045 -0.06 -0.15 0.14
C 1.1488 -0.8980 4.7472 0.02 0.01 -0.10
C 0.1294 0.1308 4.3406 0.06 -0.10 0.13
C -0.2863 0.3413 3.1045 -0.12 0.23 0.10
C -1.3114 1.3598 2.6996 0.06 -0.15 0.02
C -2.5431 0.6468 2.2190 0.09 0.23 -0.09
C -2.7424 0.2927 0.9607 -0.29 -0.11 0.06
C -3.9154 -0.4932 0.4621 0.01 -0.07 -0.10
H -4.7315 -0.4511 1.1849 0.01 -0.03 -0.01
C -4.3924 0.0144 -0.9037 0.06 -0.09 0.16
C -3.3694 -0.3093 -1.9660 -0.09 0.02 -0.05
O -2.8219 -1.3727 -2.0937 0.09 -0.29 0.09
O -3.1240 0.7277 -2.7703 -0.07 0.51 -0.26
H -2.4195 0.5065 -3.4110 -0.04 -0.15 0.22
H -4.5666 1.0899 -0.8906 -0.07 -0.04 0.00
H -5.3217 -0.4906 -1.1771 0.02 0.04 -0.08
H -3.6177 -1.5400 0.3435 -0.11 0.02 0.00
H -2.0097 0.5576 0.2099 0.25 0.12 -0.10
H -3.2565 0.3685 2.9836 -0.16 -0.10 0.06
H -1.5538 2.0070 3.5441 0.05 0.07 -0.04
H -0.8991 1.9678 1.8903 -0.04 0.08 0.01
H 0.0991 -0.2583 2.2924 0.12 -0.12 -0.09
H -0.2586 0.7299 5.1560 -0.13 0.14 0.03
H 0.6985 -1.5405 5.5120 0.12 0.05 0.04
H 1.9923 -0.3810 5.2131 0.03 -0.03 0.10
H 0.9578 -2.5546 3.3325 -0.02 -0.10 -0.14
H 2.9531 -2.2203 2.0873 -0.06 -0.13 -0.10
H 4.6191 -0.6366 2.5405 0.02 -0.02 0.10
H 4.0487 -0.4747 4.2017 0.09 0.00 -0.06
H 2.8808 1.4999 3.6962 -0.10 0.12 0.05
H 2.5092 2.3737 1.5307 -0.09 0.11 0.07
H 3.7873 1.3674 -0.3257 0.04 -0.09 -0.02
H 3.7791 -0.2174 0.4793 0.11 -0.01 -0.04
H 1.3530 -0.4442 0.1167 -0.18 -0.14 0.02
H 1.9112 1.9052 -1.7509 0.19 0.13 0.00
H -0.3923 -0.1182 -1.5069 -0.09 0.04 0.02
H -0.6425 1.6390 -1.6381 -0.07 -0.09 0.02
H 0.5041 1.5934 -3.9057 0.03 0.10 -0.18
H -0.7820 -1.1630 -3.6277 -0.06 -0.07 0.20
H 0.1009 0.5463 -6.0289 -0.09 0.03 -0.01
H -1.3303 -0.4950 -6.0131 0.02 0.07 -0.04
```
Positions in Å, forces in eV/Å.

SMILES string: CC/C=C/C/C=C/C/C=C\C/C=C\C/C=C/C/C=C/CCC(=O)O
Kohn-Sham gap: 9.669 eV
net charge: 0
LUMO level: 0.9 eV
energy: -27425.88673 eV

Here are the Mulliken charges for atoms 1 to 2, given in e: atom 1 (C): -1.235, atom 2 (H): 0.318

# 2
C26H56NO16P as an isolated structure in a non-equilibrium geometry, computed with wB97M-V/def2-TZVPD.

Geometry as XYZ:
```
100
Properties=species:S:1:pos:R:3:forces:R:3
N -0.1977 0.0382 -0.8389 -2.36 7.84 6.40
H 0.4783 0.2362 -1.6429 -0.68 2.27 2.26
H -0.4117 1.0862 -0.5019 -0.23 -2.68 0.13
H 0.1853 -0.6678 -0.1899 -0.89 1.75 -0.60
H -1.0377 -0.2958 -1.3939 1.31 1.55 1.58
P -1.2117 2.5322 -2.5139 5.27 0.91 -8.82
O -1.5867 2.7472 -1.1789 -1.03 2.24 8.89
O 0.3693 2.2462 -2.6439 0.65 0.67 1.32
O -1.6337 3.5322 -3.5629 -0.49 2.16 0.04
O -1.6767 1.2362 -3.0869 -5.68 -3.13 2.11
O -0.9627 5.0202 3.6301 0.45 0.70 1.84
C -1.3157 3.9272 3.3031 -0.34 0.35 -4.45
O -1.5787 2.8652 4.0221 -2.82 1.56 4.69
C -1.2947 3.0202 5.4661 1.52 4.33 0.11
C -1.4767 1.7962 6.2661 4.08 0.77 -4.33
C -1.5307 3.6092 1.7991 1.62 -1.34 0.74
H -1.8157 4.0182 6.0141 0.93 -2.68 -2.00
H -0.1817 3.2992 5.4891 -1.44 -0.14 0.07
H -2.2737 1.3452 5.9831 -6.13 -2.67 -0.75
H -1.3107 2.0452 7.1951 0.33 0.77 5.12
H -0.7627 1.0712 5.9201 0.99 -0.34 0.16
H -1.5697 4.5622 1.2871 -0.72 -0.27 -0.44
H -2.3607 2.8272 1.8041 0.94 1.52 -0.80
H -0.5267 2.9822 1.4051 -3.06 4.03 -0.17
O 2.8143 0.4142 0.7511 2.31 3.30 -0.81
C 3.5073 1.3792 0.2861 -4.91 -3.47 2.60
O 4.7793 1.4832 0.5871 1.92 2.63 0.98
C 5.4203 0.5692 1.4921 -1.94 1.06 1.75
C 6.8853 0.8242 1.6441 0.03 3.03 -1.64
C 2.9143 2.4942 -0.5279 3.07 -3.16 -0.69
H 5.2553 -0.2588 0.9001 -0.93 -1.36 2.17
H 4.9413 0.4722 2.5261 0.20 0.51 -1.57
H 7.0913 0.4002 2.5441 1.31 -1.85 2.39
H 7.0003 1.9072 1.9141 0.16 -0.63 -0.74
H 7.5973 0.5232 0.8101 -0.96 0.51 1.21
H 2.6643 2.2382 -1.5409 -0.62 -0.01 -0.45
H 3.6743 3.1622 -0.4239 1.97 2.70 -0.60
H 2.1523 2.8152 0.0131 -3.97 1.39 1.86
O 0.3973 -0.8358 -2.2489 5.22 -9.62 -13.84
C 0.3953 -0.9618 -3.5339 -2.04 1.50 1.47
O 0.8023 -2.0408 -4.2139 -0.40 0.89 0.19
C 1.5103 -3.0448 -3.5789 -1.01 -2.53 -2.79
C 1.7893 -4.0458 -4.7419 -1.82 -3.79 6.13
C -0.3137 0.0972 -4.3009 0.37 -2.88 -4.38
H 1.0883 -3.5398 -2.7509 -1.62 -0.46 0.87
H 2.3833 -2.7618 -3.1939 3.79 1.96 1.36
H 2.4143 -3.6458 -5.3939 2.17 1.87 -3.49
H 0.7703 -4.3878 -5.0259 1.11 -0.01 -0.60
H 2.4313 -4.9538 -4.2289 -1.75 1.81 -1.31
H -0.4017 1.0072 -3.6969 0.76 -0.31 -0.70
H -1.4117 -0.2518 -4.6269 1.99 0.33 1.50
H -0.0257 0.2612 -5.3799 1.01 -0.44 0.81
O -2.3877 -0.3988 -0.3109 -4.67 0.97 1.37
C -3.3927 0.2732 -0.0149 1.48 -1.47 0.76
O -4.3937 -0.2698 0.8331 -0.36 1.75 -0.25
C -4.1937 -1.4708 1.5781 0.78 -0.83 -4.18
C -5.5057 -2.1298 1.8451 2.77 -2.25 5.06
C -3.6357 1.7242 -0.2889 1.78 -0.05 -1.65
H -3.6497 -1.2648 2.4291 1.21 0.36 1.93
H -3.5597 -2.0188 0.8341 -0.28 -0.49 1.26
H -5.3417 -3.2218 2.4371 -0.30 2.97 -1.52
H -6.0077 -2.3278 1.0231 -2.38 -0.96 -4.10
H -6.0967 -1.5098 2.4791 -0.60 0.42 0.62
H -3.5447 1.9982 -1.4209 -0.27 -0.79 2.05
H -2.7167 2.3192 0.0861 -1.33 -1.28 -1.03
H -4.4857 2.1172 0.1771 -1.69 0.12 0.60
O -1.1207 -2.6468 2.3951 0.64 1.28 -0.16
C -0.3037 -1.9768 1.7621 -0.13 -5.07 -1.42
O -0.0357 -0.7478 1.8811 1.52 1.93 -1.29
C -0.6837 0.0292 2.8141 -1.52 2.04 -1.53
C -0.2217 1.4332 2.8601 -2.99 -3.18 -5.55
C 0.6453 -2.6658 0.6761 -4.19 3.87 -1.43
H -0.6787 -0.5188 3.6191 1.31 -2.44 5.56
H -1.7227 -0.0768 2.7431 -2.14 0.37 -1.48
H -0.2617 1.8872 3.7191 0.27 1.35 3.51
H -0.5257 2.0322 1.8821 -0.08 -3.33 3.58
H 0.6803 1.3752 2.5791 7.70 -0.72 -1.66
H 1.0793 -1.8438 0.0431 0.08 -1.77 0.49
H 0.1363 -3.4758 0.1561 -0.55 0.59 -0.44
H 1.3163 -3.1718 1.1741 4.14 -2.10 2.80
C -4.2667 -0.7558 -3.2579 -1.88 2.15 -1.38
C -4.2387 -2.2078 -3.2769 -3.33 -6.20 -4.97
O -4.6277 -2.8598 -4.4239 2.36 3.34 5.91
C -3.9977 -3.0788 -1.9929 1.42 -0.56 -0.69
H -5.2037 -0.2738 -2.6419 2.28 -1.42 -1.36
H -4.3847 -0.5148 -4.3909 -0.08 -0.01 2.07
H -3.3547 -0.2268 -2.9629 0.36 0.14 0.40
H -2.8217 -2.8758 -1.8909 -2.68 0.39 1.47
H -3.9587 -4.2438 -1.9339 -0.53 1.88 -1.50
H -4.9127 -2.8608 -1.3279 2.31 0.55 0.01
C 5.9723 -1.2138 -0.2009 5.40 -1.78 -0.08
C 4.5853 -1.2268 -0.6199 -8.21 -5.64 0.57
O 3.6573 -2.1858 -0.2049 6.25 5.36 -2.39
C 4.0733 -0.1058 -1.5749 0.67 -4.23 1.50
H 6.3073 -0.0988 -0.0719 0.15 -3.12 -2.03
H 6.6983 -1.8028 -0.9609 -1.81 1.42 1.06
H 6.2993 -1.7568 0.8401 -1.32 1.13 -2.54
H 3.0913 0.1412 -1.3789 -2.18 -0.51 -0.26
H 4.2453 -0.3798 -2.5539 0.45 -0.45 -2.24
H 4.6013 0.6752 -1.2549 2.50 3.14 -0.23
```
Positions in Å, forces in eV/Å.

Kohn-Sham gap: 2.799 eV
net charge: -2
LUMO level: 3.6 eV
energy: -71386.86057 eV

Here are the Mulliken charges for atoms 1 to 2, given in e: atom 1 (N): 3.479, atom 2 (H): -0.313

# 3
C22H26FeN7OS as an isolated structure in a non-equilibrium geometry, computed with wB97M-V/def2-TZVPD.

Geometry as XYZ:
```
58
Properties=species:S:1:pos:R:3:forces:R:3
Fe -0.1205 -0.2634 -0.3292 0.14 -0.19 0.78
C -0.0903 1.7041 3.8242 0.06 -0.22 -0.05
C 0.0916 1.3349 2.3828 -0.29 -1.24 0.69
N -0.0766 0.1197 1.9485 -0.11 0.55 -1.10
N -0.3731 -0.8307 2.8352 0.32 -0.12 1.53
C -0.9338 -1.9363 2.4214 -0.10 0.48 -0.96
N -1.1349 -2.9236 3.3154 0.03 -0.10 0.24
S -1.4951 -2.1981 0.8165 0.15 0.32 -0.59
C 0.4173 2.3558 1.4041 0.14 0.58 -0.65
C 0.7034 3.6789 1.7719 -0.09 -0.40 -0.09
C 0.9331 4.6197 0.7883 0.01 -0.13 -0.29
C 0.9022 4.2280 -0.5446 0.02 -0.06 0.14
C 0.6391 2.8983 -0.8256 0.10 0.27 -0.07
N 0.3913 1.9911 0.1089 -0.17 -0.56 -0.06
H -0.3604 0.8118 4.3832 0.01 0.11 -0.03
H -0.8790 2.4479 3.9346 -0.01 0.09 0.00
H 0.8286 2.1083 4.2458 0.07 0.10 0.03
H -0.9854 -2.7376 4.2935 0.04 0.08 -0.02
H -1.7613 -3.6685 3.0630 0.07 0.05 0.00
H 0.7422 3.9641 2.8104 -0.06 -0.05 0.09
H 1.1349 5.6469 1.0496 0.03 0.09 0.05
H 1.0768 4.9319 -1.3414 0.02 0.05 -0.10
H 0.6140 2.5399 -1.8477 -0.04 0.08 -0.07
N 2.0989 -2.4792 0.0872 -0.16 -0.14 0.36
C 2.8792 -1.3681 -0.1883 0.36 0.26 -0.25
C 4.2364 -1.3730 0.1604 -0.06 0.07 -0.04
C 5.0340 -0.3249 -0.2452 -0.32 0.00 -0.03
C 4.4603 0.6989 -0.9945 -0.10 -0.07 -0.03
C 3.1027 0.6478 -1.2407 0.46 0.20 -0.02
N 2.3121 -0.3409 -0.8275 -0.47 -0.16 0.59
C 1.1441 -2.9916 -0.7817 -0.09 -0.27 -0.44
C 0.8707 -4.3630 -0.7703 -0.03 0.11 -0.16
C -0.0473 -4.8613 -1.6709 0.14 0.25 0.16
C -0.6487 -3.9938 -2.5776 0.03 0.22 -0.07
C -0.3273 -2.6531 -2.5072 -0.23 -0.50 -0.17
N 0.5307 -2.1536 -1.6201 -0.12 0.41 0.67
H 2.5314 -3.1694 0.6867 -0.08 0.14 -0.12
H 4.6561 -2.2035 0.7067 -0.01 -0.12 0.04
H 6.0886 -0.3170 -0.0115 0.04 0.00 0.03
H 5.0568 1.5093 -1.3782 0.02 0.13 -0.03
H 2.6225 1.4310 -1.8072 -0.02 0.10 0.01
H 1.3758 -5.0069 -0.0673 0.04 -0.08 0.07
H -0.2933 -5.9122 -1.6741 0.02 -0.09 0.00
H -1.3506 -4.3526 -3.3124 -0.07 0.00 -0.06
H -0.7625 -1.9280 -3.1791 -0.18 0.02 -0.08
C -3.9170 2.1271 -1.2004 0.20 -0.19 -0.05
C -4.5134 0.7414 -1.4256 0.28 0.00 -0.09
C -3.3554 -0.1646 -1.0151 -0.61 -0.52 0.32
O -2.1407 0.5774 -1.2407 0.66 -0.23 0.18
C -2.4867 1.8985 -1.6697 -0.02 0.65 -0.16
H -3.9226 2.3837 -0.1407 -0.02 0.03 0.04
H -4.4215 2.9121 -1.7571 0.02 0.05 -0.03
H -4.7519 0.6116 -2.4805 -0.06 -0.03 -0.05
H -5.4072 0.5498 -0.8387 -0.02 -0.04 0.02
H -3.3019 -1.0956 -1.5857 -0.02 0.08 0.08
H -3.4130 -0.4124 0.0498 0.08 0.01 -0.23
H -2.4184 1.9495 -2.7654 0.02 0.00 0.15
H -1.7826 2.6028 -1.2286 -0.05 -0.08 -0.08
```
Positions in Å, forces in eV/Å.

Kohn-Sham gap (alpha / beta): 7.331 / 7.185 eV
spin multiplicity: 5
net charge: +1
LUMO level (alpha / beta): -2.8 / -3.0 eV
<S²>: 6.009
energy: -80932.75917 eV

Here are the Mulliken charges for atoms 1 to 2, given in e: atom 1 (Fe): 1.206, atom 2 (C): -1.643

Number 1: molar mass 328.496 g/mol. Number 2: molar mass 669.699 g/mol. Number 3: molar mass 492.410 g/mol.